Computed, not measured: one molecule with the formula C17H21N3O5S2 in a non-equilibrium geometry, with ωB97M-V/def2-TZVPD.

**Largest force on an atom**: 1.04 eV/Å
**Gap between HOMO and LUMO**: 9.4 eV
**Charge**: 0
**2S+1**: 1
**Energy above the lowest of the compared OMol25 structures with the same formula, charge and spin**: 8.0 kJ/mol

Positions of all 48 atoms, in Å:
O 5.5492 1.0402 1.6634
S 5.0549 0.6956 0.3668
O 5.7421 1.1394 -0.8048
N 5.0221 -0.9679 0.3267
C 4.4128 -1.6002 -0.8227
C 2.9097 -1.6718 -0.7205
C 2.0754 -1.1026 -1.6744
C 0.7035 -1.1234 -1.4652
N 0.1458 -1.6717 -0.4000
C 0.9328 -2.2506 0.4903
C 2.3119 -2.2803 0.3799
C 3.3330 1.2005 0.2270
C 2.9204 1.8329 -0.9299
C 1.5767 2.1292 -1.0909
C 0.6830 1.7813 -0.0944
S -1.0468 2.1416 -0.4169
O -1.3578 1.5723 -1.6961
O -1.2530 3.5480 -0.2285
N -1.8428 1.3760 0.8322
C -2.4364 0.0748 0.6073
C -3.6946 0.0974 -0.2856
C -4.8803 0.8168 0.3705
C -5.5958 -0.3251 1.0896
C -5.3578 -1.4844 0.1235
O -4.1166 -1.2388 -0.5158
C 1.1016 1.1856 1.0793
C 2.4475 0.8921 1.2420
H 4.7757 -1.3618 1.2204
H 4.8323 -2.6075 -0.9239
H 4.7192 -1.0055 -1.6849
H 2.4876 -0.6400 -2.5574
H 0.0189 -0.6649 -2.1657
H 0.4289 -2.7064 1.3322
H 2.9111 -2.7659 1.1361
H 3.6578 2.0706 -1.6803
H 1.2019 2.6067 -1.9820
H -2.4586 2.0420 1.2749
H -1.6835 -0.5546 0.1263
H -2.6816 -0.3589 1.5811
H -3.4150 0.5444 -1.2455
H -5.5273 1.2435 -0.3962
H -4.5673 1.6136 1.0426
H -5.1253 -0.5272 2.0523
H -6.6539 -0.1321 1.2493
H -6.1500 -1.5232 -0.6372
H -5.3041 -2.4564 0.6208
H 0.3761 0.9455 1.8393
H 2.8167 0.4310 2.1450



Computed, not measured: C17H21N4O5S3Ti as an isolated structure in a non-equilibrium geometry, with ωB97M-V/def2-TZVPD.

**Largest force on an atom**: 3.75 eV/Å
**Gap between HOMO and LUMO (alpha / beta)**: 4.4 / 4.4 eV
**Charge**: -1
**2S+1**: 1
**Energy above the lowest of the compared OMol25 structures with the same formula, charge and spin**: 176.4 kJ/mol

Positions of all 51 atoms, in Å:
Ti 0.2328 0.1583 1.0794
C -2.0225 5.2714 -0.4590
C -2.5386 4.0601 -1.2364
N -2.7906 2.8996 -0.4160
C -1.7247 2.2680 0.1769
S -2.0979 0.9953 1.3024
N -0.5268 2.6641 -0.1511
N 0.4877 1.8823 0.2777
C 1.7518 2.3229 0.2024
C 2.0734 3.7508 -0.1402
C 2.7014 1.3065 0.4440
C 4.1009 1.4562 0.5390
C 4.8939 0.3450 0.7423
C 4.2883 -0.9145 0.8664
C 2.9108 -1.0039 0.7989
N 2.1237 0.0563 0.5870
H -1.6611 6.0266 -1.1515
H -1.2008 4.9449 0.1705
H -2.7983 5.7047 0.1679
H -1.7767 3.7513 -1.9565
H -3.4586 4.3083 -1.7723
H -3.6294 2.8745 0.1435
H 1.3749 4.1019 -0.8990
H 3.0930 3.8469 -0.5040
H 1.9539 4.3796 0.7438
H 4.5395 2.4427 0.4838
H 5.9688 0.4409 0.8089
H 4.8810 -1.7994 1.0431
H 2.3907 -1.9510 0.9056
O 1.0894 -1.4401 4.1271
S 0.0833 -0.8544 3.2818
O -1.2526 -0.8290 3.8191
O 0.5072 0.5601 2.8585
O 0.0552 -1.5424 1.9165
C -2.8044 -1.0854 -1.3837
S -1.4914 -1.6305 -0.1906
O -0.4268 -0.5845 -0.5497
C -0.9252 -3.0723 -1.0425
C -0.4783 -3.0266 -2.3760
C 0.0080 -4.1645 -2.9748
C 0.0705 -5.3682 -2.2731
C -0.3438 -5.4055 -0.9362
C -0.8276 -4.2747 -0.3238
H -2.3792 -0.9696 -2.3730
H -3.1554 -0.1278 -1.0088
H -3.5983 -1.8245 -1.3825
H -0.4949 -2.0818 -2.8997
H 0.3494 -4.1241 -4.0010
H 0.4597 -6.2573 -2.7476
H -0.2767 -6.3317 -0.3834
H -1.1220 -4.2732 0.7156



Computed, not measured: one molecule with the formula C17H21N7 in a non-equilibrium geometry, with ωB97M-V/def2-TZVPD.

**Largest force on an atom**: 3.98 eV/Å
**Gap between HOMO and LUMO**: 8.6 eV
**Charge**: 0
**2S+1**: 1
**Energy above the lowest of the compared OMol25 structures with the same formula, charge and spin**: 0.0 kJ/mol

Positions of all 45 atoms, in Å:
C -2.7868 -1.5432 0.3016
C -1.6799 -2.4462 -0.3655
C -2.4285 -3.7021 -0.7702
C -1.5130 -4.8884 -1.1607
C -0.1926 -5.0976 -0.3841
C -0.2146 -4.0789 0.8591
N -0.5468 -2.6744 0.4951
C 0.4108 -1.6263 0.6998
C 0.1697 -0.2640 0.3189
C 1.1017 0.7410 0.5172
C 0.9740 2.1852 0.0498
C 1.3401 2.4735 -1.2886
C 1.2987 3.8118 -1.6579
C 0.8340 4.7943 -0.7846
C 0.6765 6.2773 -0.8656
N 0.9289 7.1591 -1.8480
N 0.1881 6.7003 0.2832
N -0.0383 5.5836 1.0677
C 0.3555 4.4705 0.4967
C 0.4826 3.1528 0.8725
N 2.2446 0.3656 1.1381
C 2.3139 -0.8677 1.5411
N 3.3335 -1.2839 2.3117
N 1.4891 -1.9106 1.4482
H -2.9017 -0.6457 -0.2900
H -2.5431 -1.4484 1.3564
H -3.8355 -1.9385 0.2223
H -1.4082 -1.8772 -1.3051
H -3.1958 -3.4849 -1.5395
H -2.8693 -4.0880 0.2070
H -1.3173 -4.8512 -2.2230
H -2.0507 -5.8196 -1.0292
H -0.1374 -6.1519 -0.1302
H 0.6429 -4.8735 -1.0566
H 0.7613 -4.1149 1.2963
H -0.8570 -4.4814 1.6089
H -0.8197 -0.0206 0.0279
H 1.6859 1.9055 -2.1691
H 1.5218 4.0693 -2.6641
H 0.6316 6.8738 -2.7519
H 0.5449 8.0558 -1.5763
H -0.4044 5.6519 2.0318
H 0.1559 2.7909 1.8292
H 3.6053 -2.2680 2.4477
H 4.0494 -0.6153 2.4319



Computed, not measured: one molecule with the formula C17H21N7O in a non-equilibrium geometry, with ωB97M-V/def2-TZVPD.

**Largest force on an atom**: 1.55 eV/Å
**Gap between HOMO and LUMO**: 9.1 eV
**Charge**: 0
**2S+1**: 1
**Energy above the lowest of the compared OMol25 structures with the same formula, charge and spin**: 0.0 kJ/mol

Positions of all 46 atoms, in Å:
C -6.8056 -0.7772 0.6613
C -5.7833 -1.6016 0.2212
C -4.7509 -1.0822 -0.5392
C -4.7355 0.2687 -0.8640
C -3.5823 0.8323 -1.6579
N -2.4262 0.9818 -0.8129
N -2.1106 2.1454 -0.2265
N -1.0857 2.0133 0.5144
C -0.6739 0.7196 0.4522
C 0.3787 -0.0356 1.0148
N 1.2428 0.4966 1.8894
C 2.4544 -0.1709 2.2815
C 3.6718 0.3745 1.5143
N 3.3944 0.4360 0.0926
C 4.2031 1.3894 -0.6476
C 5.6206 0.8686 -0.9187
O 5.5852 -0.3644 -1.6049
C 4.8457 -1.3297 -0.8841
C 3.4188 -0.8435 -0.6010
N 0.4538 -1.3295 0.6903
C -0.4386 -1.8459 -0.1429
N -1.4550 -1.2592 -0.7386
C -1.5491 0.0341 -0.4136
C -5.7555 1.0934 -0.4121
C -6.7899 0.5702 0.3447
H -7.6122 -1.1842 1.2532
H -5.7899 -2.6524 0.4709
H -3.9450 -1.7181 -0.8759
H -3.8243 1.8223 -2.0500
H -3.3137 0.1554 -2.4738
H 1.2020 1.5003 1.9904
H 2.3052 -1.2313 2.0774
H 2.6168 -0.0307 3.3544
H 4.5462 -0.2408 1.7778
H 3.8667 1.3965 1.8523
H 4.2463 2.3349 -0.1039
H 3.7030 1.5597 -1.6062
H 6.1712 1.5569 -1.5620
H 6.1664 0.7527 0.0318
H 4.8311 -2.2249 -1.5072
H 5.3636 -1.5630 0.0600
H 2.8677 -1.5846 -0.0235
H 2.9015 -0.6986 -1.5546
H -0.3082 -2.8979 -0.3627
H -5.7389 2.1466 -0.6519
H -7.5827 1.2171 0.6903



Look up the charge of the first one. 0



Copy entry 3 word for word.
Computed, not measured: one molecule with the formula C17H21N7 in a non-equilibrium geometry, with ωB97M-V/def2-TZVPD.

**Largest force on an atom**: 3.98 eV/Å
**Gap between HOMO and LUMO**: 8.6 eV
**Charge**: 0
**2S+1**: 1
**Energy above the lowest of the compared OMol25 structures with the same formula, charge and spin**: 0.0 kJ/mol

Positions of all 45 atoms, in Å:
C -2.7868 -1.5432 0.3016
C -1.6799 -2.4462 -0.3655
C -2.4285 -3.7021 -0.7702
C -1.5130 -4.8884 -1.1607
C -0.1926 -5.0976 -0.3841
C -0.2146 -4.0789 0.8591
N -0.5468 -2.6744 0.4951
C 0.4108 -1.6263 0.6998
C 0.1697 -0.2640 0.3189
C 1.1017 0.7410 0.5172
C 0.9740 2.1852 0.0498
C 1.3401 2.4735 -1.2886
C 1.2987 3.8118 -1.6579
C 0.8340 4.7943 -0.7846
C 0.6765 6.2773 -0.8656
N 0.9289 7.1591 -1.8480
N 0.1881 6.7003 0.2832
N -0.0383 5.5836 1.0677
C 0.3555 4.4705 0.4967
C 0.4826 3.1528 0.8725
N 2.2446 0.3656 1.1381
C 2.3139 -0.8677 1.5411
N 3.3335 -1.2839 2.3117
N 1.4891 -1.9106 1.4482
H -2.9017 -0.6457 -0.2900
H -2.5431 -1.4484 1.3564
H -3.8355 -1.9385 0.2223
H -1.4082 -1.8772 -1.3051
H -3.1958 -3.4849 -1.5395
H -2.8693 -4.0880 0.2070
H -1.3173 -4.8512 -2.2230
H -2.0507 -5.8196 -1.0292
H -0.1374 -6.1519 -0.1302
H 0.6429 -4.8735 -1.0566
H 0.7613 -4.1149 1.2963
H -0.8570 -4.4814 1.6089
H -0.8197 -0.0206 0.0279
H 1.6859 1.9055 -2.1691
H 1.5218 4.0693 -2.6641
H 0.6316 6.8738 -2.7519
H 0.5449 8.0558 -1.5763
H -0.4044 5.6519 2.0318
H 0.1559 2.7909 1.8292
H 3.6053 -2.2680 2.4477
H 4.0494 -0.6153 2.4319